1.
ORCA calculation (ωB97M-V/def2-TZVPD) on a single C6H12O molecule.

Last column: natural (NBO) charge in e.
Element x y z (Å)
C  1.669  -1.273  0.468  -0.0413
O  2.966  -1.346  0.101  -0.7085
C  0.715  -1.385  -0.843  -0.4338
C  -0.695  -0.983  -0.459  -0.4336
C  -0.793  0.515  -0.542  -0.2102
C  -1.310  1.149  0.552  -0.1940
C  -1.486  2.579  0.667  -0.6579
H  1.622  -0.436  1.120  0.1650
H  1.374  -2.155  1.117  0.1497
H  3.032  -1.123  -0.789  0.4625
H  0.647  -2.445  -1.073  0.2116
H  1.265  -0.884  -1.730  0.1882
H  -0.940  -1.513  0.580  0.2180
H  -1.619  -1.223  -1.176  0.2201
H  -0.417  0.957  -1.464  0.2081
H  -1.486  0.673  1.495  0.1946
H  -2.127  3.048  1.397  0.2212
H  -0.421  2.877  0.916  0.2284
H  -1.996  2.966  -0.336  0.2118

Computed properties:
* SMILES string: C/C=C/CCCO
* net charge: 0
* energy above the lowest of the compared OMol25 structures with the same formula, charge and spin: 296.0 kJ/mol

---

2.
ORCA calculation (ωB97M-V/def2-TZVPD) on a 2-piece molecular cluster, C3H7BNO3 overall.

Last column: natural (NBO) charge in e.
Element x y z (Å)
B  -0.246  -0.231  0.016  0.9628
C  -4.007  -0.324  -0.113  0.7102
C  0.995  0.041  -1.026  -0.9520
C  -3.690  0.037  1.152  -0.4413
N  -0.988  0.748  0.665  -1.1412
O  -3.988  -1.070  -1.072  -0.6683
O  -4.257  0.994  0.122  -0.6045
O  -0.605  -1.526  0.246  -0.8887
H  1.699  0.760  -0.744  0.2068
H  0.452  0.283  -2.040  0.2281
H  1.588  -0.973  -1.308  0.1804
H  -4.428  -0.250  1.846  0.1307
H  -1.843  0.404  1.223  0.4223
H  -0.780  1.802  0.627  0.3804
H  0.135  -2.229  0.041  0.4743

Computed properties:
* net charge: -1
* energy above the lowest of the compared OMol25 structures with the same formula, charge and spin: 351.8 kJ/mol

---

3.
ORCA calculation (ωB97M-V/def2-TZVPD) on a single C7H6O2 molecule.

Last column: natural (NBO) charge in e.
Element x y z (Å)
C  -0.034  1.178  0.505  -0.1991
C  -0.362  0.916  1.866  -0.3233
C  0.107  0.221  -0.498  -0.0403
C  -0.132  -0.416  2.112  0.3021
C  0.116  -1.380  1.176  0.1132
C  0.104  -1.226  -0.153  0.2518
C  0.039  0.768  -1.845  -0.6520
O  -0.046  -1.685  2.558  -0.3972
O  0.236  -2.124  -1.115  -0.6761
H  -0.066  2.179  0.015  0.2027
H  -0.619  1.742  2.547  0.2322
H  -0.783  1.434  -1.736  0.2291
H  0.844  1.454  -1.946  0.2210
H  0.097  -0.049  -2.609  0.2370
H  0.497  -3.012  -0.876  0.4988

Computed properties:
* SMILES string: Cc1ccc2c(c1O)O2
* net charge: 0
* energy above the lowest of the compared OMol25 structures with the same formula, charge and spin: 438.9 kJ/mol

---

4.
ORCA calculation (ωB97M-V/def2-TZVPD) on a single C2F3IS molecule.

Last column: natural (NBO) charge in e.
Element x y z (Å)
C  0.544  0.937  -0.669  0.6581
C  -0.074  0.279  0.296  0.0097
F  0.074  1.226  -1.806  -0.2678
F  1.708  1.554  -0.416  -0.2961
F  0.721  -0.013  1.283  -0.2946
S  -1.254  -2.836  1.279  -0.5629
I  -1.718  -1.147  0.033  0.7536

Computed properties:
* net charge: 0
* energy above the lowest of the compared OMol25 structures with the same formula, charge and spin: 246.8 kJ/mol

---

The highest energy above the lowest of the compared OMol25 structures with the same formula, charge and spin belongs to which entry? C7H6O2

---

What did the third record say?
ORCA calculation (ωB97M-V/def2-TZVPD) on a single C7H6O2 molecule.

Last column: natural (NBO) charge in e.
Element x y z (Å)
C  -0.034  1.178  0.505  -0.1991
C  -0.362  0.916  1.866  -0.3233
C  0.107  0.221  -0.498  -0.0403
C  -0.132  -0.416  2.112  0.3021
C  0.116  -1.380  1.176  0.1132
C  0.104  -1.226  -0.153  0.2518
C  0.039  0.768  -1.845  -0.6520
O  -0.046  -1.685  2.558  -0.3972
O  0.236  -2.124  -1.115  -0.6761
H  -0.066  2.179  0.015  0.2027
H  -0.619  1.742  2.547  0.2322
H  -0.783  1.434  -1.736  0.2291
H  0.844  1.454  -1.946  0.2210
H  0.097  -0.049  -2.609  0.2370
H  0.497  -3.012  -0.876  0.4988

Computed properties:
* SMILES string: Cc1ccc2c(c1O)O2
* net charge: 0
* energy above the lowest of the compared OMol25 structures with the same formula, charge and spin: 438.9 kJ/mol

---

Look up the net charge of the second one. -1